Entry 1:
{
  "formula": "C24H14ClCrFIN4O5",
  "method": "ωB97M-V/def2-TZVPD",
  "symbols": ["Cr", "O", "C", "C", "C", "C", "C", "C", "C", "O", "N", "N", "C", "C", "C", "C", "C", "C", "C", "O", "H", "H", "H", "H", "H", "H", "H", "H", "H", "H", "Cl", "C", "C", "C", "I", "C", "O", "C", "N", "C", "C", "C", "C", "H", "H", "H", "H", "O", "C", "N", "F"],
  "positions_angstrom": [[-0.03765, 0.58850, -0.63727], [4.11061, -0.68185, -0.38452], [4.56113, 0.01596, 0.67358], [5.92894, 0.01209, 0.94758], [6.43477, 0.74482, 2.00659], [5.58259, 1.49696, 2.80731], [4.22256, 1.49723, 2.54692], [3.68999, 0.75245, 1.49775], [2.23011, 0.73476, 1.23583], [1.81623, 0.14420, 0.15462], [1.44821, 1.27905, 2.11949], [0.14880, 1.09171, 1.76713], [-0.75536, 1.68873, 2.43501], [-2.15353, 1.42612, 2.21124], [-3.12176, 2.11964, 2.94071], [-4.47131, 1.85909, 2.80035], [-4.87179, 0.87165, 1.89412], [-3.94571, 0.17124, 1.15607], [-2.54526, 0.40650, 1.27862], [-1.70626, -0.29148, 0.61125], [3.15789, -0.39282, -0.49445], [6.58250, -0.55931, 0.29929], [7.50202, 0.73863, 2.19854], [5.98213, 2.08385, 3.62621], [3.52715, 2.06517, 3.14920], [-0.47128, 2.40826, 3.21078], [-2.79061, 2.89189, 3.63062], [-5.20653, 2.40768, 3.37847], [-5.92946, 0.66175, 1.76370], [-4.25982, -0.58296, 0.44239], [-3.62285, -4.14470, -4.07682], [-3.06221, -2.66363, -3.32284], [-3.86217, -1.54648, -3.39361], [-3.43295, -0.34745, -2.83467], [-4.61387, 1.38066, -2.96804], [-2.20900, -0.21466, -2.16152], [-1.75925, 0.87057, -1.67782], [-1.42991, -1.42754, -2.04944], [-0.28876, -1.28955, -1.33712], [0.53258, -2.31631, -1.26467], [0.26058, -3.53756, -1.87935], [-0.91295, -3.71875, -2.56970], [-1.81650, -2.64138, -2.66391], [-4.82163, -1.60958, -3.88721], [1.43666, -2.16122, -0.69101], [0.97975, -4.34182, -1.79818], [-1.15025, -4.66273, -3.04063], [2.34356, 2.01890, -3.87349], [1.65509, 1.42663, -3.08524], [0.97845, 0.82606, -2.32260], [0.13633, 2.45107, -0.36928]],
  "forces_ev_per_a": [[-0.2, 2.0, 2.1], [0.3, 0.1, 0.0], [-0.1, 0.1, -0.1], [0.1, 0.0, 0.0], [-0.1, 0.0, -0.1], [0.0, 0.1, 0.1], [0.0, -0.1, -0.1], [0.1, 0.0, -0.1], [-0.5, 0.1, 0.3], [-0.1, -0.1, -0.3], [0.6, 0.2, 0.3], [-0.4, -0.1, -0.7], [0.3, 0.0, 0.2], [-0.3, -0.1, -0.2], [0.1, 0.0, -0.1], [-0.2, 0.0, 0.1], [0.0, 0.0, 0.0], [0.1, 0.0, 0.0], [-0.1, 0.2, 0.2], [0.3, -0.2, -0.5], [-0.1, -0.2, 0.1], [0.0, 0.0, 0.0], [0.0, 0.0, 0.0], [0.0, 0.0, 0.0], [0.0, 0.0, 0.0], [0.0, -0.1, 0.1], [0.0, 0.0, 0.0], [0.0, 0.0, 0.0], [0.0, 0.0, 0.0], [0.0, 0.0, 0.0], [0.0, -0.1, 0.0], [-0.4, 0.1, -0.2], [0.3, -0.4, 0.1], [-0.1, 0.5, 0.1], [0.1, -0.2, 0.0], [-0.1, 0.4, 0.0], [0.0, -0.2, -0.3], [-0.1, -0.1, -0.1], [0.1, -1.5, -0.5], [0.0, 0.5, 0.4], [-0.3, -0.5, -0.3], [0.2, 0.2, 0.2], [0.1, 0.2, 0.1], [0.0, 0.0, 0.0], [0.0, 0.0, 0.0], [0.0, 0.0, 0.0], [0.0, 0.0, 0.0], [0.0, -0.1, 0.0], [-0.2, 0.0, 0.1], [0.3, 0.1, -0.6], [0.0, -0.7, -0.2]],
  "lumo_energy_ev": [3.980, 3.980],
  "de_lowest_kcal_mol": 16.87,
  "s_squared": 0.754,
  "gap_ev": [5.64, 5.63],
  "spin_multiplicity": 2,
  "e_homo_ev": [-1.7, -1.7],
  "total_charge": -2
}


Entry 2:
{
  "formula": "C6H10NO4",
  "method": "ωB97M-V/def2-TZVPD",
  "symbols": ["C", "O", "C", "C", "O", "C", "O", "O", "C", "C", "N", "H", "H", "H", "H", "H", "H", "H", "H", "H", "H"],
  "positions_angstrom": [[0.43312, 0.63880, 2.49235], [-0.18501, 0.43159, 1.20509], [0.46812, -0.43583, 0.44509], [1.48954, -1.35196, 0.41384], [2.35788, -1.74646, 1.35375], [1.65932, -1.99403, -0.90914], [2.35154, -2.87452, -1.26943], [0.70706, -1.41165, -1.74970], [-0.00860, -0.37620, -1.08604], [-0.09126, 0.84362, -1.97530], [-1.54621, -0.85142, -1.00743], [-0.14641, 1.46320, 2.84135], [1.36997, 1.19608, 2.16370], [0.62374, -0.32764, 2.89208], [3.20444, -2.10496, 1.04298], [-0.07639, 0.61769, -2.97761], [0.84479, 1.37381, -1.77000], [-0.84947, 1.48538, -1.68130], [-1.86023, -0.63997, -1.96577], [-1.80129, -0.24425, -0.18887], [-1.45310, -1.87934, -0.76485]],
  "forces_ev_per_a": [[1.9, 2.4, -2.7], [-0.2, -1.1, -0.6], [0.8, -0.5, -4.0], [0.5, 0.7, 0.8], [-0.4, 0.4, 1.2], [-1.7, 0.8, -0.2], [0.5, 0.0, 0.2], [-0.7, 0.8, 0.0], [-0.2, -2.1, 0.6], [3.0, 0.1, 3.1], [2.7, -0.6, 0.8], [-0.7, -0.3, 1.6], [-0.4, -1.1, 1.1], [-0.1, -0.2, 1.4], [-0.5, 0.0, -0.5], [-0.3, -0.9, -2.3], [-0.1, 0.2, -0.3], [-1.6, 1.2, 0.4], [-0.9, -0.3, 0.9], [-0.9, -0.8, -1.1], [-0.9, 1.4, -0.4]],
  "lumo_energy_ev": -3.507,
  "de_lowest_kcal_mol": 0.00,
  "smiles": "COC1=C(O)C(=O)O[C@@]1(C)[NH3+]",
  "gap_ev": 9.66,
  "spin_multiplicity": 1,
  "e_homo_ev": -13.2,
  "total_charge": 1
}


Entry 3:
{
  "formula": "C13H26InN3O2P",
  "method": "ωB97M-V/def2-TZVPD",
  "symbols": ["C", "C", "N", "C", "C", "C", "C", "C", "P", "H", "H", "H", "C", "C", "H", "H", "H", "C", "C", "H", "H", "H", "H", "H", "H", "H", "H", "H", "H", "H", "H", "In", "H", "O", "H", "H", "N", "C", "C", "N", "O", "H", "H", "H", "H", "H"],
  "positions_angstrom": [[0.28504, -3.01235, 0.07002], [-0.31470, -2.53596, -1.21340], [-0.49922, -1.23181, -1.34999], [-0.52559, -0.63861, -2.55364], [-0.82807, -1.41765, -3.67553], [-0.79734, -2.79589, -3.54342], [-0.50124, -3.37074, -2.31338], [0.13776, 0.70173, -2.58350], [-0.29949, 1.99554, -1.33466], [-0.31184, -4.42361, -2.18167], [-0.97757, -0.90746, -4.62763], [-1.01379, -3.42805, -4.40580], [-1.45938, -2.32298, 1.59209], [0.84640, -2.27075, 2.36052], [0.23809, 1.05439, -3.63582], [1.38069, -3.06452, -0.02075], [-0.08160, -4.02729, 0.28862], [-1.81876, 2.88067, -1.61352], [1.12309, 3.10424, -1.50436], [-1.81940, 3.77121, -0.97013], [-1.92457, 3.19315, -2.65730], [-2.66613, 2.25360, -1.31192], [1.43373, 3.40014, -0.49498], [1.97228, 2.59880, -1.98413], [0.84391, 3.99263, -2.08314], [0.76751, -3.31688, 2.73435], [1.89037, -2.07116, 2.06063], [0.56475, -1.56924, 3.16886], [-1.56089, -3.36701, 1.94528], [-1.73785, -1.62789, 2.39373], [-2.11792, -2.16288, 0.73488], [0.13938, 0.15001, 0.43512], [-1.59289, 0.76992, 0.84430], [2.00477, 0.21487, -0.69730], [1.12476, 0.56446, -2.18779], [2.72665, -0.36163, -1.08605], [-0.05117, -2.07463, 1.18646], [1.49393, 2.63991, 3.93806], [0.61621, 1.96865, 2.93607], [-0.66096, 2.32550, 2.87583], [1.12834, 1.07960, 2.17980], [0.92696, 3.36675, 4.51844], [2.31358, 3.15334, 3.42889], [1.91430, 1.89573, 4.61915], [-1.30206, 1.89463, 2.19824], [-1.01002, 3.02954, 3.52049]],
  "forces_ev_per_a": [[-0.2, 0.1, 0.9], [-0.4, -0.2, -1.2], [1.3, 1.0, 0.5], [-0.3, -1.1, 0.0], [0.4, 1.1, 0.1], [-0.7, -0.5, -0.1], [0.5, 0.3, 0.4], [-1.8, 0.6, -1.5], [0.8, 0.2, -2.2], [-0.2, -0.2, -0.2], [0.1, -0.4, 0.1], [0.2, 0.2, 0.2], [0.0, -0.1, 0.1], [0.3, -0.3, 0.1], [-0.5, 0.3, 0.7], [-0.3, 0.1, -0.1], [0.1, 0.2, 0.2], [-0.6, 0.1, 0.6], [0.2, 0.2, 0.5], [0.0, -0.1, -0.2], [0.1, -0.1, 0.1], [0.1, 0.1, -0.2], [0.1, 0.2, -0.3], [-0.4, 0.0, 0.3], [-0.1, -0.1, 0.2], [0.0, 0.7, -0.2], [-0.5, -0.1, 0.1], [0.1, -0.4, -0.5], [0.0, 0.5, -0.1], [0.0, -0.2, -0.1], [0.0, -0.1, 0.1], [1.7, -1.9, -0.2], [0.4, -0.1, -0.4], [0.4, -0.4, 0.5], [0.9, -0.5, 0.1], [-1.5, 0.7, 1.2], [0.1, 0.1, 0.3], [-0.2, 0.2, 0.2], [0.6, -0.6, -0.3], [-0.3, 0.0, -0.2], [-1.0, 0.4, 0.1], [0.1, 0.0, 0.0], [-0.1, -0.2, 0.0], [0.0, 0.0, -0.2], [0.4, 0.4, 0.7], [0.0, -0.3, -0.3]],
  "lumo_energy_ev": [-5.779, -9.982],
  "s_squared": 0.760,
  "gap_ev": [9.56, 5.34],
  "spin_multiplicity": 2,
  "e_homo_ev": [-15.3, -15.3],
  "total_charge": 2
}


Entry 4:
{
  "formula": "C3H6N2OS",
  "method": "ωB97M-V/def2-TZVPD",
  "symbols": ["O", "C", "C", "N", "N", "C", "S", "H", "H", "H", "H", "H", "H"],
  "positions_angstrom": [[2.34236, 0.30057, -0.98954], [1.97798, -0.56050, -0.17100], [0.55483, -0.83961, 0.04959], [-0.30284, -0.36114, -1.04225], [-1.44944, 0.17771, -0.52242], [-1.34264, 1.08152, 0.51135], [-0.11856, 0.04351, 1.78998], [2.69902, -0.84175, 0.64807], [0.32117, -1.87154, 0.21701], [0.21423, 0.12455, -1.72150], [-2.10277, -0.45218, -0.24160], [-0.59476, 1.84550, 0.42532], [-2.19859, 1.35337, 1.04698]],
  "forces_ev_per_a": [[-0.6, -2.3, 1.1], [1.8, 3.6, 0.2], [-1.8, 0.4, 0.8], [0.1, -1.8, 2.4], [-0.1, 3.1, -2.2], [4.1, -1.0, 1.3], [0.3, -0.6, -2.1], [-0.5, -0.5, -0.9], [0.2, -0.6, 0.4], [0.3, 1.5, -0.7], [-2.0, -2.8, 0.1], [-0.4, 0.8, -0.8], [-1.4, 0.2, 0.5]],
  "lumo_energy_ev": -0.045,
  "de_lowest_kcal_mol": 87.73,
  "smiles": "O=C[C@@H]1NNCS1",
  "gap_ev": 8.92,
  "spin_multiplicity": 1,
  "e_homo_ev": -9.0,
  "total_charge": 0
}


Quick rundown of E, same order as above: -3420.5983; -590.0294; -1356.5903; -700.7494 a.u.
Quick rundown of max |F|, same order as above: 2.87; 4.34; 2.57; 4.43 eV/A